C24H19Br2O4 | ωB97M-V/def2-TZVPD

Each line ends with the Löwdin charge.
CARTESIAN COORDINATES (ANGSTROEM)
C -5.874 2.551 2.428  -0.106
O -5.515 1.528 1.535  -0.085
C -4.185 1.163 1.593  -0.243
C -3.222 1.760 2.428  -0.028
C -1.918 1.360 2.396  -0.043
C -1.480 0.353 1.515  -0.180
C -0.096 -0.017 1.415  0.094
C 0.982 0.834 1.596  -0.177
C 2.322 0.318 1.566  -0.062
C 3.395 1.127 1.559  -0.604
Br 5.123 0.404 1.525  0.787
C 3.262 2.569 1.562  -0.534
O 4.233 3.308 1.483  -0.021
C 1.911 3.082 1.643  -0.615
Br 1.690 4.940 1.669  0.774
C 0.844 2.267 1.672  -0.077
C -2.459 -0.296 0.739  0.011
C -3.762 0.106 0.767  0.007
H -6.923 2.802 2.264  0.091
H -5.747 2.194 3.451  0.095
H -5.263 3.438 2.249  0.091
H -3.515 2.540 3.107  0.094
H -1.219 1.758 3.111  0.116
H 0.120 -1.019 1.077  0.101
H 2.471 -0.747 1.528  0.099
H -0.134 2.714 1.667  0.089
H -2.161 -1.134 0.135  0.091
H -4.504 -0.397 0.173  0.114
C -2.145 -3.518 -1.760  -0.048
C -0.943 -2.988 -1.056  -0.566
C 0.169 -2.597 -1.834  -0.026
C 1.370 -2.091 -1.277  -0.421
C 2.441 -1.558 -2.162  -0.140
C 2.182 -1.038 -3.427  -0.040
C 3.196 -0.471 -4.165  -0.104
C 4.477 -0.412 -3.656  -0.112
C 4.747 -0.925 -2.404  -0.095
C 3.736 -1.490 -1.661  -0.035
O 1.566 -2.068 -0.068  -0.017
O -0.978 -2.907 0.161  -0.026
H -2.226 -3.125 -2.772  0.066
H -2.114 -4.604 -1.804  0.075
H -3.043 -3.236 -1.214  0.067
H 0.091 -2.674 -2.901  0.067
H 1.177 -1.051 -3.811  0.100
H 2.982 -0.060 -5.136  0.092
H 5.263 0.041 -4.237  0.091
H 5.746 -0.867 -2.003  0.094
H 3.930 -1.866 -0.668  0.101

Output
2S+1 = 1
Net charge = -1
E_HOMO = -4.2 eV
LUMO = 1.55 eV
Orbital gap = 5.79 eV


C24H19Br4N7O6Zr | ωB97M-V/def2-TZVPD

Each line ends with the Löwdin charge.
CARTESIAN COORDINATES (ANGSTROEM)
Zr -0.474 -0.159 -0.093  1.917
Br 0.998 4.428 1.776  0.753
C 1.590 2.736 2.383  -0.594
C 2.424 2.677 3.520  -0.168
C 2.881 1.480 3.983  -0.625
Br 4.011 1.447 5.501  0.774
C 2.510 0.263 3.345  -0.181
C 2.917 -1.031 3.735  -0.017
C 2.465 -2.116 3.039  -0.023
C 1.587 -1.928 1.955  -0.102
N 1.207 -0.736 1.562  0.033
C 1.665 0.352 2.229  -0.157
C 1.217 1.604 1.701  -0.387
O 0.467 1.575 0.632  -0.244
H 2.699 3.597 4.015  0.095
H 3.578 -1.147 4.583  0.084
H 2.757 -3.120 3.310  0.112
H 1.179 -2.769 1.410  0.117
O -2.939 -2.064 2.667  0.107
C -2.230 -1.559 1.841  -0.554
O -1.505 -0.474 1.897  -0.142
C -1.918 -1.962 0.386  -0.560
O -2.469 -1.267 -0.508  -0.049
O -0.715 -2.360 0.178  -0.097
C -1.466 3.841 -4.106  -0.047
N -1.233 2.451 -3.757  -0.139
C -0.588 1.577 -4.726  -0.028
C -1.298 2.016 -2.469  -0.382
N -0.995 0.827 -2.096  0.063
N -1.718 2.953 -1.540  0.168
C -2.183 2.676 -0.266  -0.474
N -2.687 3.786 0.376  0.160
N -2.186 1.494 0.207  0.073
H -2.459 4.169 -3.792  0.094
H -1.427 3.939 -5.186  0.089
H -0.708 4.514 -3.688  0.099
H -0.633 2.046 -5.704  0.087
H -1.110 0.621 -4.795  0.090
H 0.457 1.387 -4.465  0.106
H -0.701 0.182 -2.823  0.034
H -1.806 3.903 -1.850  0.117
H -2.258 4.666 0.131  0.094
H -2.755 3.676 1.377  0.108
H -2.551 1.427 1.152  0.094
Br 4.186 -0.764 -0.298  0.820
C 3.146 -1.864 -1.427  -0.593
C 3.736 -3.037 -1.941  -0.172
C 3.029 -3.870 -2.754  -0.628
Br 3.859 -5.447 -3.397  0.768
C 1.692 -3.562 -3.124  -0.185
C 0.880 -4.368 -3.952  -0.032
C -0.393 -3.970 -4.240  -0.045
C -0.853 -2.744 -3.721  -0.124
N -0.132 -1.968 -2.954  0.110
C 1.121 -2.372 -2.625  -0.144
C 1.849 -1.512 -1.724  -0.393
O 1.252 -0.456 -1.245  -0.269
H 4.755 -3.270 -1.669  0.093
H 1.277 -5.296 -4.341  0.078
H -1.043 -4.571 -4.860  0.104
H -1.860 -2.406 -3.944  0.112

Output
2S+1 = 1
E_HOMO = -7.8 eV
LUMO = -0.17 eV
Orbital gap = 7.64 eV
ΔE to the lowest compared entry with this formula, charge and spin = 38.96 kcal/mol


C24H19BrCl2N2O2Os | ωB97M-V/def2-TZVPD

Each line ends with the Löwdin charge.
CARTESIAN COORDINATES (ANGSTROEM)
Os 1.170 1.000 0.645  1.298
C 4.082 -0.041 0.138  0.011
O 2.998 -0.113 1.110  -0.344
C 2.513 -1.350 1.552  -0.270
C 3.406 -2.173 2.222  0.023
C 3.005 -3.525 2.476  -0.027
C 1.736 -3.916 2.110  -0.029
C 0.805 -2.990 1.553  0.021
C 1.147 -1.681 1.365  -0.173
N 0.236 -0.655 0.842  -0.178
N -0.989 -1.011 0.459  0.083
C -1.786 0.021 0.210  -0.102
C -1.688 1.480 0.615  -0.235
O -0.484 2.003 0.926  -0.303
C -2.791 2.347 0.539  0.020
C -4.024 1.901 0.097  0.033
C -4.186 0.600 -0.456  -0.157
C -5.403 0.168 -1.006  0.009
C -5.648 -1.167 -1.266  -0.003
C -4.687 -2.101 -0.813  -0.028
C -3.515 -1.730 -0.211  0.016
C -3.118 -0.366 -0.277  -0.075
H 4.694 -0.898 0.051  0.100
H 4.685 0.776 0.579  0.115
H 3.634 0.225 -0.834  0.082
H 4.304 -1.714 2.689  0.151
H 3.714 -4.265 2.908  0.137
H 1.439 -4.914 2.353  0.115
H -0.117 -3.352 1.222  0.100
H -2.542 3.376 0.790  0.135
H -4.907 2.518 0.150  0.130
H -6.195 0.909 -1.234  0.143
H -6.578 -1.496 -1.632  0.109
H -4.841 -3.158 -0.949  0.118
H -2.757 -2.385 0.287  0.129
Cl 2.477 3.148 1.071  0.644
C 2.207 2.943 2.862  -0.726
Cl 1.407 1.306 2.948  0.703
H 1.632 3.839 3.214  0.077
H 3.239 3.062 3.471  0.132
Br 1.430 1.667 -5.876  0.910
C 1.019 1.292 -4.092  -0.658
C 1.500 0.143 -3.412  -0.062
C 1.479 -0.032 -2.039  -0.073
C 1.053 1.061 -1.243  -0.380
C 0.630 2.215 -1.931  -0.059
C 0.508 2.297 -3.329  -0.109
H 1.807 -0.605 -4.092  0.102
H 1.885 -0.925 -1.670  0.095
H 0.418 3.128 -1.292  0.124
H -0.004 3.136 -3.799  0.124

Output
2S+1 = 5
<S²> = 6.0766
Net charge = +2
E_HOMO (alpha / beta) = -12.4 / -14.2 eV
LUMO (alpha / beta) = -6.05 / -9.20 eV
Orbital gap (alpha / beta) = 6.38 / 4.95 eV